Entry 1:
13
Properties=species:S:1:pos:R:3:forces:R:3:lowdin_charge:R:1 method="wB97M-V/def2-TZVPD" total_charge=0 e_above_lowest_kj_mol=654.8 e_lumo_ev=-0.53 multiplicity=1
C 2.25199 0.11498 -0.25067 -2.3 1.1 0.3 -0.064
C 0.66742 0.31008 -0.35540 3.4 -0.3 0.3 -0.332
N 0.08904 -0.11256 0.89268 -3.6 -1.0 -0.3 0.025
C -1.36503 -0.49694 0.49391 0.2 -2.2 -5.5 -0.268
N -1.96782 -0.02867 -0.66061 -0.4 -0.7 5.2 0.015
H 2.51237 -0.93570 -0.26124 0.1 -0.1 0.2 0.064
H 2.63646 0.62566 -1.11855 0.5 0.0 -0.3 0.059
H 2.53333 0.65527 0.64454 0.6 -0.3 0.2 0.060
H 0.43416 -0.24233 -1.24279 -1.2 -0.5 -0.3 0.094
H 0.41379 1.31609 -0.46929 0.2 1.7 -0.9 0.084
H -2.19146 0.96276 -0.38298 1.1 -0.4 -1.6 0.057
H -0.95486 0.50080 0.94840 1.9 2.5 2.2 0.100
H -1.55859 -1.46270 0.93028 -0.6 -0.2 0.5 0.106

=====

Entry 2:
53
Properties=species:S:1:pos:R:3:forces:R:3:lowdin_charge:R:1 method="wB97M-V/def2-TZVPD" total_charge=-1 e_lumo_ev=1.86 multiplicity=1
C 0.25795 3.06710 -1.53393 0.4 0.0 -0.2 -0.065
C 1.30241 1.99760 -1.28674 -0.3 0.2 0.0 -0.282
O 0.64987 0.76815 -0.92627 0.5 0.0 0.1 -0.208
P 0.71046 -0.44762 -1.95172 -0.7 -0.1 -0.4 0.483
O 0.54129 -0.00802 -3.34695 0.3 0.1 -0.3 -0.272
C -0.50224 -1.58496 -1.30755 -0.3 0.4 0.5 -0.212
C -1.70718 -0.87887 -0.63542 0.0 -0.5 -0.4 -0.264
C -2.65476 -0.22483 -1.63170 -0.2 0.4 0.4 -0.378
C -3.66598 0.68984 -0.92250 -0.2 -0.3 -0.5 -0.493
P -4.86849 1.25856 -2.02738 0.1 -0.2 0.6 0.176
S -6.77264 0.81779 -1.63591 -0.3 0.1 0.0 -0.129
O 2.10264 -1.21647 -1.71713 0.0 0.1 0.1 -0.211
C 3.27554 -0.80014 -2.41493 0.5 0.0 -0.2 -0.283
C 4.25073 -0.10963 -1.47699 -0.3 0.1 0.0 -0.070
H -0.53071 3.02998 -0.78884 -0.1 0.0 0.1 0.081
H 0.75142 4.04060 -1.52587 -0.1 0.1 0.1 0.070
H -0.16602 2.92733 -2.52575 -0.2 -0.1 0.0 0.079
H 1.89381 1.86951 -2.19315 0.1 -0.1 0.0 0.099
H 1.97255 2.25929 -0.46878 0.0 0.0 0.1 0.110
H -0.85835 -2.15941 -2.16156 0.1 -0.2 0.0 0.098
H -0.02892 -2.24017 -0.57639 0.2 -0.1 -0.1 0.088
H -1.37117 -0.15855 0.10323 0.0 0.1 0.1 0.095
H -2.26052 -1.65967 -0.11430 -0.1 0.1 0.2 0.092
H -3.15126 -1.03893 -2.18970 0.1 -0.1 -0.2 0.095
H -2.08220 0.35837 -2.35718 0.1 0.0 -0.1 0.077
H -4.26648 0.12525 -0.20787 0.2 0.0 0.3 -0.039
H -4.78298 2.65405 -2.21281 0.0 0.0 -0.3 -0.078
H -4.52230 0.78726 -3.31970 0.0 0.2 -0.2 -0.048
H 3.74720 -1.69472 -2.82065 -0.1 -0.2 0.1 0.112
H 3.02237 -0.17214 -3.26757 -0.2 0.1 0.0 0.104
H 4.20837 -0.62213 -0.51794 0.2 0.0 0.1 0.066
H 3.99253 0.93380 -1.30680 -0.1 0.0 0.0 0.061
H 5.26406 -0.13278 -1.87076 0.1 -0.1 0.0 0.076
C -5.90042 -2.89391 3.10841 -0.2 0.1 0.1 -0.285
S -5.60050 -1.63775 1.84837 0.0 -0.1 -0.2 0.787
O -4.12657 -1.52005 1.75961 0.2 -0.1 0.1 -0.547
C -6.18262 -0.23589 2.80266 0.0 0.1 0.1 -0.268
H -5.56331 -3.84566 2.70366 0.0 0.0 0.0 0.041
H -5.33331 -2.65162 4.00797 0.0 0.0 0.0 0.049
H -6.96772 -2.94481 3.32832 0.0 0.0 0.0 0.044
H -5.60065 -0.15505 3.72166 0.0 0.0 0.0 0.053
H -7.24332 -0.36226 3.02140 0.0 0.0 0.0 0.049
H -6.03534 0.64620 2.18166 0.0 0.0 -0.1 0.050
C 6.69199 1.47857 3.12227 0.0 0.0 0.1 -0.276
S 7.40723 0.28301 1.98666 0.0 0.0 0.1 0.791
O 7.24643 0.83815 0.62067 0.0 0.0 -0.1 -0.553
C 6.12764 -0.96049 2.19911 -0.1 0.0 0.0 -0.274
H 7.31969 2.36661 3.10189 0.0 0.0 0.0 0.047
H 5.68331 1.72946 2.79481 0.0 0.0 0.0 0.059
H 6.67843 1.05999 4.12859 0.0 0.0 0.0 0.051
H 5.15983 -0.53304 1.93788 0.0 0.0 0.0 0.052
H 6.12970 -1.31016 3.23151 0.0 0.0 0.0 0.051
H 6.35848 -1.78674 1.53041 0.0 0.0 0.0 0.050

=====

Entry 3:
83
Properties=species:S:1:pos:R:3:forces:R:3:lowdin_charge:R:1 method="wB97M-V/def2-TZVPD" total_charge=0 smiles=CCOCCOCP(CCN)CCF.CCCC#N.CCCC#N.CCCC#N.CCCC#N e_lumo_ev=0.76 multiplicity=1
C -1.59927 0.65123 2.96201 -0.5 0.2 -0.2 -0.064
C -2.48453 -0.03679 1.92703 0.2 0.3 -0.1 -0.256
O -3.22434 -1.13901 2.42467 0.0 0.0 0.2 -0.125
C -2.45736 -2.29268 2.68113 -0.2 -0.2 -0.2 -0.200
C -2.41277 -3.25215 1.48742 -0.3 0.2 0.3 -0.197
O -2.21906 -2.56144 0.27352 0.4 0.0 0.1 -0.190
C -1.29958 -3.13318 -0.64908 -0.1 0.3 -0.1 -0.381
P 0.18032 -2.10620 -1.07334 0.0 -0.4 -0.4 1.010
C -0.54914 -0.54120 -1.72349 0.2 0.2 0.3 -0.360
C 0.44253 0.15200 -2.65182 0.0 0.1 -0.1 -0.356
N 1.74389 0.29573 -2.00789 -0.2 0.2 0.4 -0.011
C 0.78282 -1.57430 0.59556 -0.1 -0.1 -0.1 -0.331
C 1.98716 -2.35108 1.09028 -0.3 0.2 0.3 -0.265
F 2.97219 -2.48715 0.11334 -0.1 0.1 0.1 -0.091
H -1.04661 -0.03705 3.59445 0.1 -0.1 0.0 0.069
H -0.90913 1.30682 2.43489 0.2 0.0 0.1 0.038
H -2.22121 1.28589 3.59371 0.0 -0.1 0.2 0.051
H -1.90744 -0.31690 1.04746 0.1 -0.2 0.0 0.084
H -3.22192 0.68703 1.58152 -0.1 -0.1 0.0 0.118
H -1.44824 -2.05594 3.02494 0.1 0.2 -0.1 0.101
H -2.95291 -2.82086 3.49745 0.0 0.0 0.1 0.126
H -3.36713 -3.78533 1.45191 0.0 -0.1 -0.1 0.124
H -1.61793 -3.97985 1.67550 0.0 -0.1 -0.1 0.118
H -0.93738 -4.10977 -0.32113 0.0 -0.1 0.2 0.078
H -1.81862 -3.28519 -1.59799 0.0 -0.1 -0.1 0.057
H -0.74989 0.12841 -0.88501 -0.1 0.0 0.0 0.066
H -1.48448 -0.73091 -2.24528 -0.1 -0.2 0.0 0.072
H 0.49053 -0.36356 -3.61696 0.0 -0.2 0.0 0.096
H 0.06964 1.15593 -2.85682 0.0 0.1 -0.1 0.106
H 2.16277 -0.61385 -1.84600 0.1 0.0 -0.1 0.021
H 2.35778 0.84270 -2.59382 -0.1 -0.1 0.1 0.011
H -0.02161 -1.72325 1.31828 0.0 0.1 0.1 0.058
H 0.98643 -0.50553 0.56270 0.1 0.1 -0.1 0.078
H 2.42528 -1.83385 1.94615 0.2 0.0 -0.1 0.113
H 1.68477 -3.34356 1.43281 0.2 -0.2 -0.2 0.108
C 0.26481 -5.61163 -3.58921 -0.1 0.0 0.0 -0.106
C -1.06397 -6.09785 -4.15857 0.2 0.0 0.1 -0.259
C -1.62754 -5.16048 -5.23230 -0.1 -0.2 0.0 -0.189
C -1.91692 -3.83582 -4.68867 0.1 0.0 0.0 -0.222
N -2.09517 -2.80153 -4.22515 -0.1 0.1 0.1 0.168
H 0.16232 -4.63907 -3.10358 0.0 0.0 0.0 0.040
H 0.64374 -6.31461 -2.84745 0.0 0.0 0.0 0.073
H 1.01567 -5.51651 -4.37580 0.0 0.0 0.0 0.078
H -1.79303 -6.20601 -3.35324 0.0 0.0 0.0 0.109
H -0.93482 -7.08564 -4.60435 0.0 0.0 0.0 0.106
H -2.54498 -5.57240 -5.65518 0.0 0.0 0.0 0.117
H -0.91518 -5.05365 -6.05224 0.0 0.1 0.0 0.121
C -2.90307 4.40444 0.88881 0.0 0.0 0.0 -0.099
C -1.91911 5.52616 1.20355 -0.2 -0.1 0.0 -0.253
C -0.54732 5.31026 0.55787 -0.1 0.2 0.1 -0.182
C 0.08875 4.10479 1.08447 0.0 -0.1 -0.2 -0.224
N 0.53928 3.13514 1.50195 0.0 0.0 0.1 0.158
H -2.54256 3.44323 1.26253 0.0 0.0 0.0 0.056
H -3.86837 4.60220 1.35490 0.0 0.0 0.0 0.075
H -3.06238 4.30901 -0.18688 0.0 0.0 0.0 0.078
H -1.79581 5.60882 2.28272 0.0 0.1 0.0 0.077
H -2.32580 6.47598 0.85414 0.1 0.0 0.0 0.112
H 0.10592 6.16158 0.75431 0.0 0.0 0.0 0.119
H -0.64220 5.22089 -0.52578 0.0 -0.1 0.0 0.122
C -0.63968 3.89604 6.97112 0.0 0.0 0.0 -0.106
C -1.90638 3.31601 6.35342 0.1 0.0 0.1 -0.255
C -2.16474 3.83290 4.93504 0.0 -0.1 0.1 -0.206
C -2.38467 5.27887 4.90063 0.0 0.0 -0.1 -0.246
N -2.55270 6.41399 4.86458 0.0 0.0 0.0 0.152
H -0.70529 4.98105 7.06441 0.0 0.0 0.0 0.072
H -0.47652 3.48596 7.96747 0.0 0.0 0.0 0.072
H 0.23501 3.66009 6.36228 0.0 0.0 0.0 0.078
H -2.76544 3.54456 6.98661 0.0 0.0 0.0 0.112
H -1.82661 2.22865 6.30573 0.0 0.0 -0.1 0.105
H -3.04188 3.34272 4.50901 0.0 0.1 0.0 0.112
H -1.31822 3.59301 4.28656 0.0 0.1 0.0 0.110
C 7.04689 0.45778 -4.75212 0.0 0.0 0.0 -0.110
C 6.46221 0.29742 -3.35376 0.1 0.0 -0.1 -0.258
C 5.10208 -0.40799 -3.35369 0.1 0.0 0.2 -0.183
C 4.08710 0.35293 -4.07837 0.1 -0.1 -0.2 -0.242
N 3.29663 0.95824 -4.65026 0.1 0.1 -0.1 0.164
H 6.40151 1.07011 -5.38347 0.0 0.0 0.0 0.072
H 8.02271 0.94062 -4.70682 0.0 0.0 0.0 0.071
H 7.17379 -0.51200 -5.23697 0.0 0.0 0.0 0.076
H 6.36360 1.27556 -2.88012 0.0 0.0 0.0 0.113
H 7.14506 -0.28704 -2.73525 0.0 0.0 0.0 0.108
H 4.75269 -0.55566 -2.32947 -0.1 0.0 0.0 0.115
H 5.18628 -1.39668 -3.80814 0.0 0.0 0.0 0.124

=====

Entry 4:
6
Properties=species:S:1:pos:R:3:forces:R:3:lowdin_charge:R:1 method="wB97M-V/def2-TZVPD" total_charge=0 e_above_lowest_kj_mol=482.0 e_lumo_ev=0.57 multiplicity=1
C -0.58213 0.04862 0.05802 -3.7 -0.6 -2.7 -0.291
N 0.66790 -0.11413 -0.57901 1.0 0.1 -1.5 -0.457
O 0.15840 -1.05573 0.32519 0.4 -2.1 0.6 -0.123
Cl 2.08858 0.66709 0.10117 -0.5 0.3 0.3 0.570
H -0.67752 0.66614 0.91659 -0.5 1.0 0.3 0.086
H -1.65523 -0.21199 -0.82196 3.4 1.3 3.0 0.215

=====

Which value of multiplicity does entry 2 give?
1